(1)
DFT (ωB97M-V/def2-TZVPD) results for a 2-piece molecular cluster, C3H6Cl3P overall at a distorted geometry.

```
13
Properties=species:S:1:pos:R:3:forces:R:3
P 2.165 -0.324 0.962 -2.34 2.00 0.17
H -1.584 0.126 -1.477 1.90 0.44 -0.39
Cl -0.185 2.249 0.248 0.09 1.21 0.28
C -0.441 0.077 -1.302 -1.44 -0.22 2.05
Cl 3.116 0.843 -0.388 0.44 0.23 -0.44
H -0.223 -0.969 -1.280 0.17 -0.91 -0.12
C -1.094 -0.186 1.094 -0.63 2.48 -1.11
H -2.111 -0.141 0.642 0.39 -0.76 0.49
H -1.127 0.461 1.935 -0.15 -0.07 1.39
C -0.231 0.572 0.125 1.65 -2.81 -0.61
H -0.661 -1.129 1.283 -0.12 -1.25 0.24
Cl 2.122 -2.114 0.106 -0.09 -1.15 -0.70
H 0.256 0.536 -1.947 0.14 0.80 -1.25
```
Forces are in eV/Å.

Computed properties:
**Gap between HOMO and LUMO (alpha / beta)**: 7.37 / 7.40 eV
**ΔE to the lowest compared entry with this formula, charge and spin**: 2.135 eV
**Charge**: 0
**Largest force on an atom**: 3.32 eV/A

Mulliken atomic charge list, values in e, 5 entries: atom 1 (P): 0.35, atom 2 (H): 0.33, atom 3 (Cl): -0.15, atom 4 (C): -1.08, atom 5 (Cl): -0.19

***

(2)
DFT (ωB97M-V/def2-TZVPD) results for C44H55GeN2OPtSSeSi as an isolated structure at a distorted geometry.

```
107
Properties=species:S:1:pos:R:3:forces:R:3
Se 1.235 -0.727 1.386 -0.09 0.08 0.04
H -4.069 -3.948 4.765 0.00 0.00 0.00
H 3.050 0.545 0.253 0.03 0.02 0.00
H 4.270 -2.595 3.136 0.01 0.00 0.00
C 3.628 -0.336 -5.236 0.06 0.00 -0.13
H -7.825 -3.835 2.719 -0.01 0.00 0.00
H 1.956 -3.048 2.099 0.00 0.01 0.00
C 1.258 -0.121 -2.372 -1.18 0.30 0.63
N 1.167 3.069 -1.730 -0.02 -0.16 -0.11
C -6.377 -2.347 2.137 0.07 0.02 -0.01
H 3.386 -1.194 0.125 0.02 -0.03 0.01
C -2.070 -2.022 7.170 -0.04 0.00 -0.08
C 1.791 2.976 -0.494 -0.18 0.12 0.24
H 4.027 0.370 -2.100 0.01 0.02 0.00
C -0.629 -0.348 -4.715 0.01 0.03 -0.02
C -5.498 0.991 -0.118 0.01 -0.02 0.00
C -3.826 1.689 1.439 0.00 0.02 -0.01
N 3.156 3.028 -0.488 0.12 -0.06 -0.09
H 2.943 -1.070 -8.338 -0.01 0.01 0.03
H -7.016 -1.894 1.387 -0.01 0.01 -0.01
H 0.255 -2.978 1.557 -0.01 0.03 0.00
C -2.795 -2.033 5.991 0.03 -0.03 0.15
C -1.742 -0.739 1.388 -0.22 -0.27 0.09
H 3.913 -1.375 -2.218 0.01 0.01 -0.02
C 2.792 -0.266 -6.345 -0.07 -0.01 0.14
C 1.276 -2.666 1.341 0.00 -0.01 0.00
C -6.155 1.932 1.993 0.00 0.00 -0.01
C 1.416 -0.244 -6.121 0.03 0.01 -0.12
H 4.429 -0.330 -7.738 -0.01 0.00 0.00
C 0.979 3.235 -4.138 0.00 -0.01 -0.01
C 6.129 -0.132 1.694 0.01 0.01 -0.01
C 3.343 -0.246 -7.743 0.05 -0.01 -0.02
H -2.086 2.962 -1.376 0.02 -0.01 0.00
C -4.721 -3.470 4.046 -0.11 -0.05 0.02
C -4.815 2.088 2.326 0.01 0.01 -0.01
H 5.774 3.367 -2.488 0.00 0.01 0.00
H 0.336 2.357 -4.179 -0.06 -0.03 0.00
H 3.742 3.361 -3.793 0.00 0.02 0.00
H 4.379 1.699 4.092 0.01 -0.01 -0.01
H -1.855 2.035 -2.884 0.05 0.04 -0.02
H -2.838 -1.142 -2.799 -0.02 0.00 -0.02
C -2.175 -1.844 4.737 -0.18 0.01 -0.37
H 1.948 -0.354 -1.558 -0.01 -0.05 0.04
C 4.101 -0.468 -2.797 0.03 0.03 0.04
Si -2.807 0.602 -1.032 -0.09 -0.06 0.21
H -1.096 -0.339 -5.700 0.01 -0.02 0.01
H -4.321 -0.179 -2.896 -0.02 0.00 0.01
C 3.074 -0.398 0.803 0.01 -0.01 -0.06
C -6.496 1.385 0.766 0.00 0.01 0.01
C -6.834 -3.430 2.882 -0.09 -0.04 -0.01
H -2.590 -2.162 8.111 -0.01 0.00 0.01
C -3.609 -0.644 -2.208 -0.01 0.02 -0.03
H 5.608 3.987 -0.827 0.00 -0.01 0.00
H -5.785 0.549 -1.067 -0.01 0.00 0.01
H 1.004 -1.411 5.912 0.02 0.00 0.00
S 0.850 2.808 0.855 0.17 0.04 -0.06
C -5.988 -3.988 3.833 0.05 0.04 0.01
H 6.820 0.018 2.525 0.00 0.00 -0.01
C 1.736 -0.240 -3.724 0.28 -0.07 -0.71
H -3.469 2.592 -2.404 0.01 -0.01 -0.03
H 4.732 -1.506 4.450 -0.01 0.01 0.01
H 3.081 0.681 -8.260 -0.02 -0.01 0.03
H -4.771 -0.982 1.761 0.00 0.00 0.00
H 5.659 2.255 -1.109 0.00 0.00 0.01
O 0.104 0.279 -2.068 1.24 -0.17 -0.62
C 5.305 3.202 -1.520 0.00 -0.01 -0.01
H -3.869 -2.156 6.038 0.00 0.00 0.00
H 6.383 -1.072 1.202 0.00 0.00 0.00
C -0.065 -1.596 5.943 -0.05 0.00 -0.05
H -1.064 0.438 -4.104 0.01 0.04 -0.04
H 5.125 -0.514 -3.168 -0.02 0.01 0.01
H -4.132 -1.413 -1.635 0.03 -0.01 0.01
H 4.702 -0.395 -5.384 -0.02 0.00 0.00
H 2.750 1.563 3.400 0.00 -0.01 0.02
H 0.341 4.120 -4.128 0.00 -0.01 -0.01
C 1.813 3.189 -2.904 0.03 0.06 0.04
C 0.866 -0.242 -4.851 -0.04 -0.04 0.24
C 4.054 -1.634 3.605 0.00 0.00 -0.03
H 4.015 2.361 2.479 0.00 0.00 -0.01
H -0.131 -1.805 8.090 0.00 0.00 0.01
H 1.566 -3.007 0.348 0.00 -0.01 -0.01
H -7.539 1.252 0.501 0.00 -0.01 0.00
H -6.314 -4.848 4.407 0.00 -0.01 0.01
C -2.519 2.198 -2.030 0.02 0.02 -0.02
C -0.783 -1.605 4.762 0.12 0.03 0.08
C 3.807 3.171 -1.618 0.03 -0.04 0.16
Pt -0.803 -0.114 -0.174 0.02 -0.11 0.05
C -4.145 1.123 0.202 -0.01 0.02 -0.05
H 0.743 -0.248 -6.973 0.01 0.00 0.01
H -2.785 1.778 1.725 0.00 -0.02 0.01
H -0.896 -1.284 -4.218 0.02 0.02 0.02
C -2.290 -1.250 2.362 0.18 0.32 -0.22
H 1.608 3.250 -5.025 0.00 0.01 0.00
H 3.031 -1.654 3.984 0.00 0.00 0.00
H -6.928 2.224 2.694 0.00 -0.01 0.00
C 3.134 -0.343 -3.943 -0.24 0.06 0.20
C 3.815 1.542 3.171 0.00 0.00 -0.01
Ge 4.273 -0.158 2.339 -0.02 0.00 0.05
H 0.166 2.900 -1.718 -0.04 0.05 0.03
C -4.247 -2.364 3.317 0.33 0.11 0.03
H -0.278 -1.412 3.823 -0.01 0.01 0.02
C -0.694 -1.814 7.165 0.07 0.00 0.10
C 3.176 3.271 -2.878 -0.06 -0.04 -0.10
C -5.112 -1.827 2.346 -0.11 -0.04 -0.06
C -2.902 -1.817 3.484 -0.15 -0.18 0.37
H 6.274 0.681 0.980 0.00 0.01 0.00
H -4.540 2.501 3.289 0.00 -0.01 0.00
```
Forces are in eV/Å.

Computed properties:
**Gap between HOMO and LUMO (alpha / beta)**: 3.20 / 1.66 eV
**ΔE to the lowest compared entry with this formula, charge and spin**: 1.005 eV
**Charge**: -1
**Largest force on an atom**: 1.40 eV/A

Mulliken atomic charge list, values in e, 5 entries: atom 1 (Se): -0.54, atom 2 (H): 0.57, atom 3 (H): -1.36, atom 4 (H): 0.35, atom 5 (C): -1.14

***

(3)
DFT (ωB97M-V/def2-TZVPD) results for C4H11NO as an isolated structure at a distorted geometry.

```
17
Properties=species:S:1:pos:R:3:forces:R:3
C -0.591 0.652 0.448 -0.19 -1.91 -4.88
N 0.548 1.519 2.606 -0.43 -3.06 -2.22
C -0.823 -0.620 -0.413 0.29 4.95 1.79
H -1.845 -0.826 -0.569 -0.98 -1.06 0.16
H 0.484 -0.105 -2.086 -0.64 -0.58 0.59
O 1.475 -1.428 -0.798 -1.49 1.06 -2.34
C 0.151 -0.960 -1.431 3.21 -0.41 -0.41
H -0.925 -0.025 2.447 -0.52 0.21 0.00
C -0.110 0.430 1.894 2.47 0.58 3.63
H -0.130 2.230 2.757 -1.00 0.85 0.29
H -3.052 1.705 -8.674 1.35 0.53 -0.29
H 1.112 -1.445 0.051 0.25 -0.58 2.73
H -1.439 1.293 0.464 -0.84 0.38 0.00
H 0.582 -0.371 1.672 0.75 -0.17 0.99
H -0.115 -1.799 -2.029 -0.65 -0.40 -0.66
H -2.332 1.986 -8.830 -1.35 -0.53 0.29
H 0.261 1.132 -0.049 -0.24 0.14 0.33
```
Forces are in eV/Å.

Computed properties:
**Gap between HOMO and LUMO**: 4.51 eV
**ΔE to the lowest compared entry with this formula, charge and spin**: 8.351 eV
**Charge**: 0
**Largest force on an atom**: 5.27 eV/A

Mulliken atomic charge list, values in e, 5 entries: atom 1 (C): -0.47, atom 2 (N): -0.59, atom 3 (C): -0.47, atom 4 (H): 0.40, atom 5 (H): 0.26